No. 1
Density functional theory data (ωB97M-V/def2-TZVPD) for 2 unconnected molecules or ions with the total composition C3H8NO.

```
13
C3H8NO | the Open Molecules 2025 dataset | ωB97M-V/def2-TZVPD
H 2.2417 0.1513 0.7464
H 0.1332 1.0629 1.1130
H 2.0400 1.4800 -0.4105
C 1.6717 0.4930 -0.1183
H -0.1485 -1.4450 0.9754
H -0.3145 1.1302 -0.4709
C -0.4946 -0.6940 0.2827
O -2.2983 0.6264 -0.3700
C -1.9439 -0.4441 0.0494
H -2.6215 -1.2846 0.2201
N 0.2371 0.5627 0.2158
H 1.8269 -0.2055 -0.9387
H -0.3291 -1.4332 -1.2945
```

Summary:
multiplicity: 1
net charge: +1
lowest unoccupied orbital energy: -5.27 eV
energy above the lowest of the compared OMol25 structures with the same formula, charge and spin: 267.1 kJ/mol

=====

No. 2
Density functional theory data (ωB97M-V/def2-TZVPD) for 2 unconnected molecules or ions with the total composition C3H8NO.

```
13
C3H8NO | the Open Molecules 2025 dataset | ωB97M-V/def2-TZVPD
C -1.4055 0.5838 0.2065
H -1.3207 1.0633 1.2374
H -3.0936 -0.1988 0.8474
H -0.5423 -1.3566 0.6410
O -2.6246 -0.0030 0.0447
N -0.3332 -0.5631 0.0662
H 3.0098 0.2039 0.1289
H 1.9727 -0.1634 -1.3953
H -0.1059 -0.7129 -0.9123
C 2.1044 -0.0621 -0.3436
H -1.2065 1.3480 -0.4393
H 1.4605 0.2841 2.2185
C 1.0761 -0.1299 0.4834
```

Summary:
multiplicity: 1
net charge: +1
lowest unoccupied orbital energy: -4.65 eV
energy above the lowest of the compared OMol25 structures with the same formula, charge and spin: 440.5 kJ/mol

=====

Which value of lowest unoccupied orbital energy does entry 2 give? -4.65 eV